1.
C4H6N2S | the ωB97M-V functional and the def2-TZVPD basis

Properties
SMILES: [H]/N=C/NC(=S)C=C
ΔE to the lowest compared entry with this formula, charge and spin, kJ/mol: 139.2

CARTESIAN COORDINATES (ANGSTROEM)
H1 -0.646 3.061 -0.416
N1 -0.525 2.029 -0.411
C1 0.078 1.788 0.680
N2 0.559 0.561 1.136
C2 0.480 -0.735 0.588
S1 1.144 -1.943 1.490
C3 -0.082 -0.889 -0.802
C4 -0.523 -2.021 -1.374
H2 0.249 2.539 1.479
H3 0.879 0.552 2.081
H4 -0.159 0.086 -1.290
H5 -0.953 -2.096 -2.373
H6 -0.502 -2.935 -0.788

natural (NBO) atomic charge list, values in e, 6 entries: 0.35, -0.68, 0.28, -0.61, 0.08, -0.09

***

2.
C4H6N2S | the ωB97M-V functional and the def2-TZVPD basis

Properties
SMILES: C#C/N=C\CSN
ΔE to the lowest compared entry with this formula, charge and spin, kJ/mol: 392.3

CARTESIAN COORDINATES (ANGSTROEM)
C1 1.422 -1.023 -3.129
C2 0.756 -1.383 -2.195
N1 -0.185 -1.779 -1.358
C3 -0.650 -1.113 -0.389
C4 -0.310 0.173 0.323
S1 -0.489 0.026 2.190
N2 -0.436 1.701 2.422
H1 2.210 -0.505 -3.577
H2 -1.516 -1.672 0.003
H3 0.565 0.547 -0.049
H4 -1.011 0.917 -0.014
H5 0.525 2.035 2.553
H6 -0.879 2.075 3.221

natural (NBO) atomic charge list, values in e, 6 entries: -0.29, 0.13, -0.44, 0.19, -0.60, 0.38

***

3.
C4H6N2S | the ωB97M-V functional and the def2-TZVPD basis

Properties
SMILES: [H]/N=c1/ccsn1C
ΔE to the lowest compared entry with this formula, charge and spin, kJ/mol: 243.8

CARTESIAN COORDINATES (ANGSTROEM)
H1 -2.076 1.175 0.284
N1 -1.171 1.599 0.059
C1 -0.119 0.855 0.044
C2 1.215 1.407 -0.094
C3 2.206 0.553 0.012
S1 1.536 -1.125 -0.018
N2 -0.027 -0.518 0.032
C4 -1.365 -1.554 0.009
H2 1.490 2.418 -0.002
H3 3.291 0.559 -0.224
H4 -1.628 -2.109 0.988
H5 -2.210 -0.925 -0.326
H6 -1.144 -2.335 -0.762

natural (NBO) atomic charge list, values in e, 6 entries: 0.34, -0.76, 0.38, -0.28, -0.31, 0.46

***

4.
C4H6N2S | the ωB97M-V functional and the def2-TZVPD basis

Properties
SMILES: Nn1cccc1S
ΔE to the lowest compared entry with this formula, charge and spin, kJ/mol: 161.4

CARTESIAN COORDINATES (ANGSTROEM)
N1 0.046 2.069 0.013
N2 0.533 0.752 -0.071
C1 1.873 0.381 -0.014
C2 1.973 -0.972 0.043
C3 0.615 -1.469 -0.023
C4 -0.224 -0.390 -0.020
S1 -2.006 -0.307 0.000
H1 -0.522 2.152 0.860
H2 -0.605 2.191 -0.740
H3 2.660 1.149 0.154
H4 2.922 -1.503 0.089
H5 0.350 -2.537 -0.165
H6 -2.182 -1.590 0.300

natural (NBO) atomic charge list, values in e, 6 entries: -0.61, -0.22, -0.07, -0.30, -0.33, -0.01

***

5.
C4H6N2S2 | the ωB97M-V functional and the def2-TZVPD basis

Properties
SMILES: C=N/N=C(/C=S)SC
ΔE to the lowest compared entry with this formula, charge and spin, kJ/mol: 277.1

CARTESIAN COORDINATES (ANGSTROEM)
C1 0.861 2.298 -0.054
N1 0.546 1.194 -0.606
N2 -0.767 0.838 -0.424
C2 -1.022 -0.417 -0.391
C3 -2.447 -0.846 -0.347
S1 -3.703 0.059 0.090
S2 0.081 -1.803 -0.428
C4 1.553 -1.294 0.487
H1 1.867 2.670 -0.207
H2 0.134 2.844 0.517
H3 -2.595 -1.865 -0.654
H4 2.168 -0.678 -0.133
H5 1.272 -0.772 1.389
H6 2.053 -2.228 0.760

natural (NBO) atomic charge list, values in e, 6 entries: -0.06, -0.28, -0.28, 0.02, -0.32, 0.14

***

6.
C4H6N2S2 | the ωB97M-V functional and the def2-TZVPD basis

Properties
SMILES: C[C@H]1C=NSC(=S)N1
ΔE to the lowest compared entry with this formula, charge and spin, kJ/mol: 287.5

CARTESIAN COORDINATES (ANGSTROEM)
C1 2.068 1.215 -1.325
C2 0.810 0.244 -1.541
C3 1.102 -1.144 -1.216
N1 0.710 -1.920 -0.223
S1 0.133 -1.094 1.095
C4 -0.786 0.374 0.461
S2 -1.992 0.986 1.294
N2 -0.435 0.800 -0.779
H1 2.966 0.860 -1.820
H2 2.054 1.739 -0.248
H3 1.538 2.157 -2.038
H4 0.710 0.346 -2.606
H5 1.987 -1.501 -1.862
H6 -0.601 1.832 -0.913

natural (NBO) atomic charge list, values in e, 6 entries: -0.61, -0.13, 0.11, -0.56, 0.46, -0.13

***

7.
C4H6N3 | the ωB97M-V functional and the def2-TZVPD basis

Properties
Net charge: +1
ΔE to the lowest compared entry with this formula, charge and spin, kJ/mol: 802.7

CARTESIAN COORDINATES (ANGSTROEM)
C1 -1.107 -1.830 -0.676
C2 1.348 -0.759 0.027
C3 -0.211 0.452 1.343
C4 0.202 0.898 -1.054
N1 -1.858 -2.651 -0.831
N2 2.378 -1.260 -0.102
N3 0.203 -0.076 0.025
H1 -1.359 0.555 1.610
H2 0.142 -0.232 2.051
H3 0.050 1.429 1.479
H4 -0.804 1.453 -0.908
H5 1.001 1.636 -0.894
H6 0.016 0.386 -2.072

natural (NBO) atomic charge list, values in e, 6 entries: 0.35, 0.34, -0.44, -0.46, -0.25, -0.04

***

8.
C4H6N3 | the ωB97M-V functional and the def2-TZVPD basis

Properties
Net charge: +1
ΔE to the lowest compared entry with this formula, charge and spin, kJ/mol: 570.7

CARTESIAN COORDINATES (ANGSTROEM)
C1 0.118 1.604 0.276
C2 1.125 0.779 -0.010
C3 -0.444 -1.408 -0.217
C4 -0.847 -1.374 1.150
N1 -0.754 1.000 -0.534
N2 -1.814 -1.175 0.361
N3 0.148 -0.094 -0.748
H1 0.009 2.451 0.792
H2 -0.229 -2.222 -0.780
H3 -1.747 0.933 -0.697
H4 -0.586 -1.790 2.115
H5 1.957 0.321 0.612
H6 0.240 -0.237 -1.710

natural (NBO) atomic charge list, values in e, 6 entries: 0.07, -0.17, -0.03, 0.08, -0.40, -0.23

***

9.
C4H6N3 | the ωB97M-V functional and the def2-TZVPD basis

Properties
Net charge: +1
ΔE to the lowest compared entry with this formula, charge and spin, kJ/mol: 596.4

CARTESIAN COORDINATES (ANGSTROEM)
C1 -0.154 4.268 -0.979
C2 -0.716 0.790 -0.084
C3 0.632 -1.018 0.974
C4 -0.252 -0.628 -0.166
N1 -1.017 3.800 -0.331
N2 -1.296 1.714 0.268
N3 -1.730 2.902 0.191
H1 0.566 5.034 -1.286
H2 0.247 -0.852 2.030
H3 1.027 -2.165 0.860
H4 1.604 -0.548 0.874
H5 0.221 -0.717 -1.194
H6 -1.335 -1.099 -0.145

natural (NBO) atomic charge list, values in e, 6 entries: 0.24, 0.55, -0.64, -0.50, -0.02, -0.07

***

10.
C4H6N3 | the ωB97M-V functional and the def2-TZVPD basis

Properties
Net charge: +1
ΔE to the lowest compared entry with this formula, charge and spin, kJ/mol: 401.5

CARTESIAN COORDINATES (ANGSTROEM)
C1 1.615 -1.345 -0.307
C2 0.518 -1.156 -1.106
C3 -2.065 1.733 0.972
C4 -1.468 1.899 -0.070
N1 1.435 -0.692 0.843
N2 -0.321 -0.413 -0.264
N3 0.273 -0.164 0.851
H1 2.507 -1.675 -0.676
H2 2.022 -0.665 1.538
H3 -2.921 1.667 1.590
H4 -1.179 0.232 -0.398
H5 -0.798 2.041 -0.845
H6 0.382 -1.462 -2.129

natural (NBO) atomic charge list, values in e, 6 entries: -0.04, -0.04, -0.11, -0.33, -0.22, -0.27

***

11.
C4H6N3 | the ωB97M-V functional and the def2-TZVPD basis

Properties
Net charge: +1
ΔE to the lowest compared entry with this formula, charge and spin, kJ/mol: 761.1

CARTESIAN COORDINATES (ANGSTROEM)
C1 -1.079 1.042 -0.651
C2 0.268 -1.828 -0.677
C3 0.963 0.214 0.743
C4 0.396 0.665 -0.475
N1 -1.868 0.267 -0.120
N2 0.589 -0.702 -0.253
N3 -2.329 -0.579 0.596
H1 -1.213 1.757 -1.377
H2 0.671 -2.692 -0.206
H3 2.006 0.561 0.915
H4 0.279 -0.028 1.632
H5 1.000 1.214 -1.129
H6 -2.182 -1.604 0.289

natural (NBO) atomic charge list, values in e, 6 entries: 0.12, -0.07, -0.24, -0.11, 0.10, -0.34

***

12.
C4H6N3O2P | the ωB97M-V functional and the def2-TZVPD basis

Properties
ΔE to the lowest compared entry with this formula, charge and spin, kJ/mol: 265.1

CARTESIAN COORDINATES (ANGSTROEM)
C1 2.718 1.528 0.526
C2 0.932 -2.567 0.248
C3 -2.012 -0.352 0.400
C4 -1.319 0.599 -0.666
N1 2.878 2.058 1.534
N2 0.342 -3.536 0.206
N3 0.064 1.006 -0.434
O1 2.617 0.898 -0.629
O2 1.637 -1.591 0.320
P1 1.274 0.087 -1.119
H1 -1.316 -0.623 1.128
H2 -2.801 0.204 0.854
H3 -2.418 -1.188 -0.095
H4 -1.159 0.227 -1.700
H5 -1.839 1.460 -0.668
H6 0.402 1.791 0.095

natural (NBO) atomic charge list, values in e, 6 entries: 0.51, 0.54, -0.61, -0.21, -0.34, -0.54

***

13.
C4H6N3O5S3 | the ωB97M-V functional and the def2-TZVPD basis

Properties
Net charge: -1
E, a.u.: -1891.029816

CARTESIAN COORDINATES (ANGSTROEM)
O1 -4.643 1.714 1.111
S1 -4.102 0.881 0.038
O2 -5.035 0.806 -1.097
N1 -2.666 1.503 -0.530
S2 -1.466 1.321 0.597
O3 -1.508 2.273 1.719
O4 -1.584 -0.045 1.186
C1 0.160 1.556 -0.202
C2 1.171 0.622 0.572
S3 2.849 0.614 -0.230
C3 3.033 -1.096 -0.757
N2 3.365 -1.649 -1.928
N3 3.289 -2.993 -1.659
C4 2.931 -3.220 -0.414
O5 2.746 -2.003 0.224
H1 -3.967 -0.399 0.520
H2 0.542 2.601 -0.166
H3 0.107 1.242 -1.275
H4 1.213 0.844 1.661
H5 0.765 -0.418 0.479
H6 2.798 -4.155 0.151

natural (NBO) atomic charge list, values in e, 6 entries: -0.97, 2.08, -0.98, -1.17, 2.20, -0.97

***

14.
C4H6N3OS | the ωB97M-V functional and the def2-TZVPD basis

Properties
Net charge: -1
ΔE to the lowest compared entry with this formula, charge and spin, kJ/mol: 418.1

CARTESIAN COORDINATES (ANGSTROEM)
N1 1.573 1.241 -0.202
C1 0.199 1.378 -0.697
O1 0.020 2.019 -1.768
C2 -1.113 0.833 0.024
C3 -0.806 -0.380 1.053
N2 -1.008 -1.718 0.463
N3 -0.489 -1.750 -0.840
C4 0.597 -2.471 -0.811
S1 2.232 -2.834 -1.013
H1 1.827 0.262 -0.011
H2 1.758 1.850 0.603
H3 -1.700 1.659 0.570
H4 -1.812 0.490 -0.820
H5 0.252 -0.293 1.508
H6 -1.531 -0.286 1.941

natural (NBO) atomic charge list, values in e, 6 entries: -0.92, 0.71, -0.57, -0.55, -0.24, -0.61

***

15.
C4H6N3P | the ωB97M-V functional and the def2-TZVPD basis

Properties
ΔE to the lowest compared entry with this formula, charge and spin, kJ/mol: 9.4

CARTESIAN COORDINATES (ANGSTROEM)
C1 -2.834 0.502 -0.018
C2 -0.901 -1.840 -0.740
C3 -1.478 0.336 -0.517
C4 -0.586 0.182 0.714
N1 -3.871 0.629 0.441
N2 -1.417 -0.854 -1.331
N3 1.172 0.703 0.365
P1 -0.329 -1.629 0.989
H1 -0.832 -2.788 -1.256
H2 -1.230 1.212 -1.130
H3 -0.853 0.789 1.567
H4 1.232 1.636 0.763
H5 1.183 0.806 -0.647
H6 1.019 -1.634 0.644

natural (NBO) atomic charge list, values in e, 6 entries: 0.27, -0.13, -0.23, -0.30, -0.29, -0.38

***

16.
C4H6N4 | the ωB97M-V functional and the def2-TZVPD basis

Properties
SMILES: [H]/N=C/NN1C[C@H]1C#N
ΔE to the lowest compared entry with this formula, charge and spin, kJ/mol: 388.0

CARTESIAN COORDINATES (ANGSTROEM)
H1 2.812 2.589 0.968
N1 2.482 1.669 0.474
C1 1.256 1.434 0.546
N2 0.625 0.558 -0.272
N3 -0.848 0.446 -0.148
C2 -1.389 -0.455 -1.245
C3 -1.332 -0.992 0.112
C4 -0.348 -2.012 0.544
N4 0.199 -2.876 0.963
H2 0.670 1.939 1.321
H3 1.048 -0.337 -0.285
H4 -2.318 -0.141 -1.660
H5 -0.667 -0.776 -2.051
H6 -2.191 -1.044 0.733

natural (NBO) atomic charge list, values in e, 6 entries: 0.36, -0.69, 0.26, -0.48, -0.19, -0.25

***

17.
C4H6N4 | the ωB97M-V functional and the def2-TZVPD basis

Properties
ΔE to the lowest compared entry with this formula, charge and spin, kJ/mol: 341.7

CARTESIAN COORDINATES (ANGSTROEM)
C1 2.594 -0.499 -0.055
C2 0.920 1.394 -0.067
C3 -0.835 -0.324 -0.270
C4 0.410 -1.203 0.116
N1 3.629 -0.033 0.272
N2 1.718 2.313 -0.029
N3 -0.380 1.048 0.069
N4 1.446 -0.569 -0.577
H1 -1.030 -0.192 -1.344
H2 -1.804 -0.490 0.324
H3 0.498 -1.122 1.289
H4 0.236 -2.215 -0.277
H5 2.663 2.223 -0.365
H6 -1.028 1.648 0.366

natural (NBO) atomic charge list, values in e, 6 entries: 0.40, 0.70, -0.21, -0.23, -0.46, -0.65

***

18.
C4H6N4O | the ωB97M-V functional and the def2-TZVPD basis

Properties
Net charge: +2
ΔE to the lowest compared entry with this formula, charge and spin, kJ/mol: 460.9

CARTESIAN COORDINATES (ANGSTROEM)
C1 -2.160 -1.730 -0.835
C2 -3.117 -1.991 -2.979
C3 1.199 1.617 -0.783
C4 0.323 -0.058 0.400
N1 -2.845 -1.999 -1.835
N2 1.810 1.643 0.346
N3 1.240 0.693 1.141
N4 1.896 0.630 2.416
O1 0.315 0.549 -0.727
H1 -2.421 -1.783 0.204
H2 -3.540 -1.805 -3.876
H3 1.214 2.233 -1.595
H4 2.848 1.010 2.029
H5 1.902 -0.322 2.994
H6 1.337 1.313 3.101

natural (NBO) atomic charge list, values in e, 6 entries: 0.35, 0.50, 0.35, 0.31, -0.38, -0.28